No. 1
Molecular formula: C17H11F11N3Re
Method: DFT, ωB97M-V/def2-TZVPD

```
43
Properties=species:S:1:pos:R:3:forces:R:3
Re 0.0364 -1.0216 -0.2098 -0.2 0.0 -0.4
C -1.2410 0.1613 2.2490 0.1 -0.1 0.0
N -0.9644 -1.1725 1.6223 0.1 -0.2 0.2
C -0.0768 -1.9672 2.5104 -0.3 0.0 0.1
C 1.2579 -1.2595 2.4848 0.2 0.0 -0.1
N 1.4566 -0.7708 1.1016 0.6 0.3 -0.1
C 2.6852 -0.0907 0.8121 -0.6 -0.2 0.2
C 3.0556 0.0105 -0.5178 0.0 -0.1 -0.2
F 2.2252 -0.5517 -1.4274 0.0 0.1 -0.1
C 4.2023 0.6280 -0.9572 0.0 0.0 0.0
F 4.4902 0.6841 -2.2464 0.0 0.0 0.0
C 5.0521 1.1842 -0.0148 0.1 0.1 0.0
F 6.1606 1.7921 -0.3959 0.0 0.0 0.0
C 4.7244 1.1056 1.3251 0.0 0.0 0.0
F 5.5262 1.6416 2.2312 0.0 0.0 0.0
C 3.5544 0.4811 1.7314 0.1 0.1 0.1
F 3.2994 0.4629 3.0442 0.0 0.0 0.0
C -2.2423 -1.8090 1.2418 0.0 0.2 0.1
C -2.8330 -0.9312 0.1462 -0.1 0.0 -0.3
N -1.7159 -0.3592 -0.6508 -0.2 0.5 -0.3
C -2.0388 0.4805 -1.7606 -0.1 -0.1 0.5
C -3.3166 0.6100 -2.3168 -0.1 -0.1 0.0
F -4.3747 -0.0439 -1.8201 0.0 0.0 0.0
C -3.5712 1.3981 -3.4235 0.0 0.0 0.0
F -4.8003 1.4633 -3.9107 0.0 0.0 0.0
C -2.5527 2.1106 -4.0239 -0.1 0.1 -0.1
F -2.7897 2.8645 -5.0811 0.0 0.0 0.0
C -1.2834 2.0245 -3.4931 0.1 0.0 0.0
F -0.2854 2.7122 -4.0283 0.0 0.0 0.0
C -1.0451 1.2306 -2.3875 0.0 0.2 -0.2
F 0.2097 1.2470 -1.9171 0.1 -0.1 0.1
H -1.8217 -0.0087 3.1567 0.0 0.0 0.0
H -1.7957 0.7920 1.5648 0.0 0.0 0.0
H -0.3077 0.6558 2.4959 0.0 0.0 0.0
H -0.0224 -2.9703 2.0916 0.1 0.0 0.0
H -0.4855 -2.0220 3.5222 0.0 0.0 0.0
H 2.0574 -1.9449 2.7666 0.0 0.0 0.0
H 1.2800 -0.4349 3.1910 0.0 0.0 0.1
H -2.9098 -1.8751 2.1041 0.0 0.0 0.0
H -2.0238 -2.8163 0.8883 0.0 0.0 -0.1
H -3.4626 -0.1387 0.5509 0.0 0.0 0.0
H -3.4629 -1.5509 -0.4844 0.0 0.0 0.0
F 0.1499 -2.0015 -1.7650 0.2 -0.5 0.4
```
Forces are in eV/Å.

Results
Spin multiplicity ... 2
F_max ... 0.70 eV Å⁻¹
HOMO-LUMO gap (spin up / spin down) ... 7.351 / 7.342 eV
LUMO (spin up / spin down) ... -4.78 / -4.80 eV
Total charge ... +1
ΔE to the lowest compared entry with this formula, charge and spin ... 90.4 kJ/mol
E_tot ... -54290.6328 eV
Expectation value of S² ... 0.761
Highest occupied orbital energy (spin up / spin down) ... -12.128 / -12.139 eV

No. 2
Molecular formula: C28H28AsN5O3PdS
Method: DFT, ωB97M-V/def2-TZVPD

```
67
Properties=species:S:1:pos:R:3:forces:R:3
Pd -1.0496 1.4268 2.0728 0.2 0.2 0.6
C -2.2377 6.1712 -1.3218 0.0 0.0 0.0
C -2.4475 6.2489 0.1844 0.0 0.0 0.0
N -2.9402 5.0045 0.7502 0.0 0.1 -0.1
C -2.1382 3.9694 1.0600 0.2 -0.2 0.0
S -2.9454 2.4713 1.4659 -0.1 0.1 -0.2
N -0.8346 4.1647 1.0141 -0.1 0.0 -0.1
N -0.1352 3.0607 1.4024 -0.3 0.0 0.0
C 1.1511 3.0993 1.4140 0.1 0.0 0.1
C 1.9185 4.3096 0.9990 0.0 0.0 0.0
C 1.7998 1.8830 1.9471 0.1 0.0 0.0
C 3.1404 1.5840 1.7763 0.0 0.0 0.0
C 3.6324 0.3915 2.2946 0.0 0.0 0.0
C 2.7808 -0.4605 2.9687 0.1 0.1 0.0
C 1.4459 -0.0996 3.0888 0.0 -0.1 0.2
N 0.9818 1.0416 2.6083 -0.3 -0.3 -0.3
H -1.8798 7.1259 -1.7094 0.0 0.0 0.0
H -3.1688 5.9242 -1.8342 0.0 0.0 0.0
H -1.4998 5.4042 -1.5586 0.0 0.0 0.0
H -3.1628 7.0324 0.4378 0.0 0.0 0.0
H -1.5089 6.4840 0.6832 0.0 0.0 0.0
H -3.9194 4.7901 0.6644 0.0 0.0 0.0
H 1.3681 4.8530 0.2357 0.0 0.0 0.0
H 2.9063 4.0516 0.6247 0.0 0.0 0.0
H 2.0437 4.9787 1.8540 0.0 0.0 0.0
H 3.7892 2.2552 1.2344 0.0 0.0 0.0
H 4.6746 0.1337 2.1602 0.0 0.0 0.0
H 3.1235 -1.3982 3.3808 0.0 0.0 0.0
H 0.7210 -0.7358 3.5787 0.0 0.0 -0.1
O 0.1089 -1.2380 1.1943 0.0 -0.1 -0.4
As 0.0012 -2.0809 -0.2159 0.1 0.0 0.1
C -0.9042 -3.7533 0.0614 0.1 0.0 0.1
C -1.3764 -3.9873 1.3459 -0.1 0.0 0.0
C -2.0165 -5.1862 1.6311 0.0 0.0 0.0
C -2.1766 -6.1411 0.6380 0.0 0.0 0.0
C -1.6980 -5.9048 -0.6453 0.0 0.0 0.0
C -1.0587 -4.7098 -0.9357 0.0 0.0 0.0
C -0.8194 -1.1105 -1.6576 0.1 0.0 0.0
C -0.8329 -1.5975 -2.9606 0.1 0.0 0.0
C -1.4108 -0.8363 -3.9649 0.0 0.0 0.0
C -1.9634 0.4062 -3.6670 0.0 0.0 0.0
C -1.9395 0.8899 -2.3663 0.0 0.0 0.0
C -1.3650 0.1280 -1.3595 0.0 -0.1 0.1
C 1.7637 -2.5241 -0.8756 -0.1 0.0 0.0
C 2.3725 -3.7212 -0.5185 0.0 0.0 0.0
C 3.6839 -3.9734 -0.8985 0.0 0.0 0.0
C 4.3882 -3.0279 -1.6301 0.0 0.0 0.0
C 3.7827 -1.8292 -1.9840 0.0 0.0 0.0
C 2.4722 -1.5772 -1.6068 0.0 0.0 0.0
H -1.2547 -3.2208 2.1039 0.0 0.0 0.0
H -2.3965 -5.3675 2.6278 0.0 0.0 0.0
H -2.6790 -7.0736 0.8609 0.0 0.0 0.0
H -1.8234 -6.6512 -1.4188 0.0 0.0 0.0
H -0.6791 -4.5359 -1.9363 0.0 0.0 0.0
H -0.3790 -2.5520 -3.2052 0.0 0.0 0.0
H -1.4275 -1.2094 -4.9808 0.0 0.0 0.0
H -2.4155 0.9951 -4.4549 0.0 0.0 0.0
H -2.3766 1.8504 -2.1245 0.0 0.0 0.0
H -1.3559 0.4579 -0.3289 -0.1 0.1 0.0
H 1.8235 -4.4605 0.0536 0.0 0.0 0.0
H 4.1545 -4.9086 -0.6238 0.0 0.0 0.0
H 5.4098 -3.2262 -1.9282 0.0 0.0 0.0
H 4.3308 -1.0926 -2.5574 0.0 0.0 0.0
H 1.9980 -0.6434 -1.8881 0.0 0.0 0.0
O -2.8804 -0.7161 1.2504 0.0 0.1 0.1
N -2.7101 -0.9311 2.4284 -0.1 -0.2 0.0
O -1.9600 -0.1048 3.0610 0.3 0.2 -0.1
```
Forces are in eV/Å.

Results
F_max ... 0.72 eV Å⁻¹
HOMO-LUMO gap ... 7.613 eV
LUMO ... -0.25 eV
ΔE to the lowest compared entry with this formula, charge and spin ... 13.8 kJ/mol
E_tot ... -118234.8918 eV
Highest occupied orbital energy ... -7.868 eV

No. 3
Molecular formula: C11H24N5O7PbS2Se
Method: DFT, ωB97M-V/def2-TZVPD

```
51
Properties=species:S:1:pos:R:3:forces:R:3
Pb -2.0212 -0.1172 -0.1343 0.7 0.1 1.8
N -3.5342 -2.0318 0.4549 1.2 -1.8 -1.3
C -4.8620 -1.7188 0.9211 -1.7 0.3 -0.8
C -5.3827 -0.5008 0.1089 -0.6 -0.6 1.2
N -4.4891 0.6280 0.3244 0.5 0.7 0.6
H -3.5427 -2.4653 -0.5190 -0.3 0.7 1.5
H -3.0485 -2.7556 1.0124 -0.3 0.7 -0.2
H -4.9131 -1.3865 1.9478 0.6 -0.3 0.5
H -5.5602 -2.5857 0.8295 0.4 0.7 0.0
H -6.4030 -0.2518 0.4606 0.3 -0.3 -0.5
H -5.3563 -0.7629 -0.9267 -0.3 0.0 -0.8
H -4.5685 0.9565 1.2997 0.1 -0.2 -0.6
H -4.6973 1.4377 -0.2534 -0.3 -0.2 0.0
Se -2.3472 -0.7885 -2.7231 0.8 -2.3 -0.5
C 2.8404 -1.6672 2.1513 -0.8 0.0 -0.3
C 2.6741 -0.8108 0.8923 -0.6 0.7 -0.5
S 3.7567 0.6287 0.9662 0.6 -0.2 0.4
O 5.1202 0.1454 1.1414 -1.2 0.5 -0.1
O 3.1347 1.5202 1.9239 0.3 0.1 -0.1
C 3.7205 1.4934 -0.6522 -0.2 -0.3 -0.4
C 3.0527 2.8817 -0.6589 0.7 0.0 -1.0
N 1.6171 2.8535 -0.4445 -2.0 0.1 1.6
C 0.6463 2.1145 -1.0805 1.3 0.5 0.0
N -0.4825 2.1338 -0.4047 -1.1 -0.3 -0.7
C -0.3580 2.8916 0.6955 3.0 1.1 0.0
C 0.9652 3.3593 0.7130 -1.0 -1.2 -1.7
N 1.5238 4.2962 1.6024 -0.9 0.2 2.0
O 0.7547 4.4824 2.5944 2.5 0.4 -1.9
O 2.6235 4.7956 1.3597 -1.7 -0.1 1.0
C 0.7312 1.4963 -2.4448 -0.4 1.0 0.0
H 2.0738 -2.4641 2.0901 0.4 0.3 0.1
H 2.6199 -1.0776 3.0766 0.6 -0.5 -0.8
H 3.8175 -2.1496 2.0944 0.0 0.2 0.6
H 1.6318 -0.4060 0.8078 0.9 -0.3 -0.1
H 2.9444 -1.3272 -0.0363 -0.2 -0.1 0.3
H 3.3438 0.7829 -1.4296 0.0 0.6 0.6
H 4.7613 1.6723 -0.9199 0.2 -0.2 0.3
H 3.2474 3.3301 -1.6564 -0.2 -0.3 0.4
H 3.4932 3.5994 0.0543 -0.2 -0.8 -0.3
H -1.1354 3.1665 1.3740 -0.3 -0.1 0.2
H 1.2784 2.1491 -3.1623 -0.4 -0.5 0.5
H -0.3232 1.3918 -2.7270 0.4 0.2 -0.4
H 1.1100 0.4972 -2.4793 0.6 -0.6 0.2
C 0.1079 -4.5630 -0.8614 0.4 -0.4 0.2
S -0.1937 -2.8401 -1.2438 1.2 1.6 3.3
O -1.3958 -2.8560 -2.1603 -0.9 1.6 -0.7
O 1.0015 -2.1802 -1.7550 -1.5 -1.0 0.0
O -0.5832 -2.2573 0.1268 0.0 -0.7 -2.6
H -0.8113 -5.1652 -0.7569 0.3 0.7 0.0
H 0.7212 -4.5933 0.0797 -0.7 0.2 -0.9
H 0.6959 -4.9817 -1.6725 0.1 0.0 -0.1
```
Forces are in eV/Å.

Results
F_max ... 3.83 eV Å⁻¹
HOMO-LUMO gap (spin up / spin down) ... 5.968 / 5.949 eV
LUMO (spin up / spin down) ... -6.12 / -6.14 eV
Total charge ... +1
ΔE to the lowest compared entry with this formula, charge and spin ... 45.2 kJ/mol
E_tot ... -125833.7350 eV
Highest occupied orbital energy (spin up / spin down) ... -12.087 / -12.087 eV

> Which value of ΔE to the lowest compared entry with this formula, charge and spin does entry 1 give?

90.4 kJ/mol

> F_max of number 3 (C11H24N5O7PbS2Se)?

3.83 eV Å⁻¹

> Which of these has the highest F_max?

C11H24N5O7PbS2Se